1.
Formula: C6H13P
Source: the OMol25 dataset
Level of theory: ωB97M-V with the def2-TZVPD basis set

Last column: natural (NBO) charge in e.
CARTESIAN COORDINATES (ANGSTROEM)
C 1.1742 0.7800 -0.0748  -0.5657
C -0.3250 1.9510 -0.6615  -0.3848
C -1.0135 0.7227 -1.2500  -0.7353
C 1.9215 1.2326 1.1671  -0.6703
C 0.6691 -1.8802 -1.0906  -0.9196
C -1.3633 -1.1425 1.0335  -0.9947
P -0.0903 -0.4254 -0.1692  1.4084
H -0.7008 2.2471 0.2226  0.1688
H -0.1028 2.8198 -1.3351  0.2021
H -2.0563 0.8292 -1.1814  0.2216
H -0.6911 0.5757 -2.2887  0.2357
H 1.7872 2.3259 1.2425  0.2149
H 2.9263 1.0399 1.0480  0.2040
H 1.5050 0.6152 2.0205  0.1901
H 1.1281 -2.3812 -0.1705  0.2361
H -0.1160 -2.3913 -1.6250  0.2271
H 1.2655 -1.4980 -1.8448  0.2451
H -2.1527 -2.0424 0.8364  0.2504
H -0.9543 -1.5317 1.9944  0.2392
H -1.9494 -0.3376 1.3014  0.2268

Results
HOMO-LUMO gap (eV): 7.60
HOMO level (eV): -6.9



2.
Formula: C6H13P
Source: the OMol25 dataset
Level of theory: ωB97M-V with the def2-TZVPD basis set

Last column: natural (NBO) charge in e.
CARTESIAN COORDINATES (ANGSTROEM)
C 2.9103 0.9784 0.5160  -0.8485
C -1.8550 0.1309 0.7841  -0.6407
C -0.8732 0.8981 -1.3046  -0.6471
C 0.1173 -1.9954 -0.1133  -0.6523
C -0.5988 0.6287 0.1182  -0.1299
C 0.7263 -0.7461 0.4472  -0.5469
P 2.1678 -0.1161 -0.5372  0.7024
H 3.6805 1.4249 0.0310  0.2014
H 2.4453 1.4852 1.3196  0.2082
H -1.7268 -0.0675 1.7796  0.2200
H -2.4392 -0.5410 0.0666  0.2115
H -2.4661 1.0381 0.7079  0.2095
H -0.0184 1.5199 -1.7806  0.2179
H -1.6946 1.5004 -1.4183  0.2137
H -1.1015 -0.0325 -1.7856  0.2031
H 0.7767 -2.8413 0.0200  0.2213
H -0.1203 -1.7425 -1.1093  0.2063
H -0.9692 -2.3168 0.2052  0.2121
H -0.1265 1.5597 0.5190  0.2053
H 1.1654 -0.7652 1.5345  0.2326

Results
HOMO-LUMO gap (eV): 8.95
HOMO level (eV): -8.5



3.
Formula: C6H14
Source: the OMol25 dataset
Level of theory: ωB97M-V with the def2-TZVPD basis set

Last column: natural (NBO) charge in e.
CARTESIAN COORDINATES (ANGSTROEM)
C 2.2392 0.0362 0.5300  -0.4708
C 1.4306 -0.1749 -0.7376  -0.5207
C 0.2077 0.5697 -0.7988  -0.0530
C -1.0722 -0.1084 -1.0930  -0.4726
C -2.2556 0.2396 -0.1020  -0.3672
C -1.7880 0.2858 1.3650  -0.6217
H 1.6223 0.3698 1.3726  0.2106
H 2.7073 -1.1541 0.7528  0.0529
H 3.1364 0.6538 0.5002  0.2078
H 1.9969 0.1402 -1.6262  0.2537
H 1.2586 -1.2590 -0.8298  0.1911
H 0.3644 1.5305 -1.2822  0.1911
H 3.1686 -1.9681 0.8150  -0.0568
H -0.9998 -1.1982 -1.0586  0.2040
H -1.4338 0.1996 -2.0793  0.2268
H -2.5791 1.2318 -0.4178  0.1911
H -3.0679 -0.4626 -0.3014  0.2015
H -0.8690 0.8737 1.2913  0.2094
H -1.5472 -0.6833 1.7937  0.2091
H -2.5195 0.8778 1.9062  0.2137

Results
HOMO-LUMO gap (eV): 5.38
HOMO level (eV): -6.6



4.
Formula: C6H14AlCl8
Source: the OMol25 dataset
Level of theory: ωB97M-V with the def2-TZVPD basis set

Last column: natural (NBO) charge in e.
CARTESIAN COORDINATES (ANGSTROEM)
C -0.9392 2.3321 4.2960  -0.5365
C -0.8785 1.5651 2.9874  -0.6601
Al 0.3659 2.4445 1.5527  0.8885
H -1.8833 2.9670 4.6269  0.1685
H 0.0679 2.2921 4.9326  0.1961
H -1.5019 0.5901 2.7898  0.1784
H 0.3181 1.6569 0.1811  -0.4223
H 1.8696 2.4421 2.0728  -0.4119
H -0.1221 3.9603 1.4565  -0.4099
C 1.3486 -0.8006 -1.8448  -0.4033
Cl 2.0921 0.7853 -1.6059  -0.0011
Cl 1.2153 -1.6773 -0.3156  -0.0330
H 0.3493 -0.6653 -2.2656  0.2149
H 1.9642 -1.3817 -2.5357  0.2153
C 0.8215 -2.7370 -5.1638  -0.4091
Cl 1.5650 -1.1511 -4.9249  -0.0215
Cl 0.6881 -3.6137 -3.6346  -0.0252
H -0.1778 -2.6017 -5.5846  0.2308
H 1.4371 -3.3181 -5.8547  0.2148
C 1.2103 3.0782 7.7302  -0.4031
Cl 0.3332 4.1276 6.6102  0.0019
Cl 1.8665 1.6647 6.8958  -0.0161
H 2.0334 3.6423 8.1756  0.2117
H 0.5262 2.7433 8.5137  0.2126
C -3.0418 -3.7391 -5.8462  -0.3991
Cl -1.6460 -3.7350 -6.9309  -0.0280
Cl -2.7148 -2.7991 -4.3853  -0.0016
H -3.8978 -3.3022 -6.3662  0.2238
H -3.2691 -4.7697 -5.5628  0.2246

Results
HOMO-LUMO gap (eV): 4.48
Total charge: -1
HOMO level (eV): -2.7



5.
Formula: C6H14BNO2
Source: the OMol25 dataset
Level of theory: ωB97M-V with the def2-TZVPD basis set

Last column: natural (NBO) charge in e.
CARTESIAN COORDINATES (ANGSTROEM)
B 2.5172 -1.9407 -1.3120  1.2580
C 2.0793 -0.0936 0.0113  -0.2375
C 0.8588 -0.4735 -0.9555  0.1159
C -0.9593 1.8347 -0.3039  -0.6329
C -2.2143 0.2616 1.2448  -0.6066
C -0.4239 -0.7693 -0.2387  -0.4610
C -0.8039 0.4196 0.5583  -0.1785
N 3.0867 -1.0906 -0.3289  -0.9257
O 1.3026 -1.5568 -1.7456  -0.7244
O 3.8153 -3.5188 -1.7609  -0.9468
H 2.5450 0.9159 -0.2518  0.1940
H 1.6288 -0.0684 0.9433  0.1970
H 0.6169 0.3807 -1.6560  0.1894
H -1.6517 1.5384 -1.1874  0.2112
H -0.0249 2.1875 -0.7236  0.2026
H -1.1905 2.5416 0.4754  0.2174
H -3.0018 0.0966 0.5394  0.2057
H -2.3900 1.2703 1.6529  0.2066
H -2.1277 -0.5036 2.0898  0.2100
H -1.1846 -0.8070 -1.0173  0.2195
H -0.4653 -1.6046 0.5074  0.2237
H -0.1504 0.6852 1.4591  0.1925
H 3.6404 -1.5702 0.3651  0.4193
H 3.3000 -3.8333 -2.5796  0.4506

Results
HOMO-LUMO gap (eV): 10.25
HOMO level (eV): -9.8



6.
Formula: C6H14Cl
Source: the OMol25 dataset
Level of theory: ωB97M-V with the def2-TZVPD basis set

Last column: Mulliken spin population.
CARTESIAN COORDINATES (ANGSTROEM)
Cl 3.1142 1.0290 4.1469  0.0000
H 2.4278 0.6433 3.1534  0.0004
C -0.7952 3.2888 0.3854  0.6995
C -1.9262 2.9158 1.2607  0.0025
C -0.1575 4.5940 0.5250  0.0156
C -0.1560 5.1114 1.9706  0.0269
C -0.3644 2.4718 -0.7378  0.0347
C -0.4461 0.9542 -0.5008  0.0359
H -2.8951 3.2747 0.8714  0.0617
H -2.0560 1.8342 1.4061  0.0106
H -1.8494 3.3452 2.2711  0.0104
H 0.8845 4.5608 0.1704  0.0079
H -0.6425 5.3221 -0.1475  0.0569
H 0.4675 6.0054 2.0669  0.0005
H -1.1736 5.3368 2.3071  -0.0006
H 0.2741 4.3369 2.6202  -0.0055
H -0.9819 2.7361 -1.6184  0.0462
H 0.6700 2.7564 -1.0054  0.0050
H 0.0100 0.4322 -1.3436  -0.0008
H 0.1298 0.6659 0.3898  -0.0081
H -1.4898 0.6346 -0.3872  0.0003

Results
Expectation value of S²: 0.754
HOMO-LUMO gap (spin up / spin down) (eV): 7.54 / 11.66
Multiplicity: 2
HOMO level (spin up / spin down) (eV): -6.8 / -11.1



7.
Formula: C6H14ClMgN2O2
Source: the OMol25 dataset
Level of theory: ωB97M-V with the def2-TZVPD basis set

Last column: natural (NBO) charge in e.
CARTESIAN COORDINATES (ANGSTROEM)
Mg -2.1127 -0.2448 -3.0672  1.8031
Cl -0.9489 -0.9440 -1.8600  -0.7718
C -0.5454 -2.4160 2.3744  0.5185
O -0.8119 -1.5135 3.2633  -0.6075
N 0.1645 -2.1704 1.2472  -0.4275
C 0.7030 -0.8981 0.8979  -0.3871
C 0.3397 -3.1045 0.1761  -0.3991
H -0.8060 -3.4855 2.3539  0.1244
H 0.3182 -0.5932 -0.0753  0.1306
H 1.7895 -0.9857 0.9021  0.1991
H 0.6134 -0.1144 1.6501  0.2630
H -0.2294 -3.9750 0.5023  0.2136
H -0.0269 -2.7918 -0.8017  0.1742
H 1.3989 -3.3567 0.1267  0.2053
C -0.7161 1.0176 0.0099  0.5055
O -1.3975 1.1079 0.9928  -0.5818
N -0.0435 2.0814 -0.4609  -0.4438
C 0.7970 1.8699 -1.6429  -0.4130
C -0.3200 3.4751 -0.0674  -0.4305
H -0.3257 0.1238 -0.5008  0.0794
H 1.2706 0.8883 -1.6552  0.2094
H 1.6082 2.5517 -1.8983  0.2424
H 0.1754 1.9178 -2.5370  0.1321
H -0.9002 3.5595 0.8515  0.2572
H 0.6829 3.8743 0.0838  0.2092
H -0.6772 4.1263 -0.8652  0.1953

Results
HOMO-LUMO gap (eV): 3.67
Total charge: +1
HOMO level (eV): -11.4



8.
Formula: C6H14CsN2O6S
Source: the OMol25 dataset
Level of theory: ωB97M-V with the def2-TZVPD basis set

Last column: Mulliken charge in e.
CARTESIAN COORDINATES (ANGSTROEM)
Cs 1.7552 0.5805 1.0162  1.1230
S 4.7413 -1.8133 1.4356  1.0889
O 4.8081 -1.9417 2.9186  -0.7345
O 3.2974 -1.9277 1.0067  -0.8052
O 5.2230 -0.4581 1.0191  -0.7573
O 5.5259 -2.8817 0.7754  -0.7605
C -1.4027 1.0188 -2.5718  -0.8763
C 0.0353 0.5838 -2.7310  0.6253
O 0.8040 0.5007 -1.7921  -0.5744
N 0.4142 0.2805 -3.9989  -0.1938
C 1.7907 -0.0595 -4.3438  -0.8502
H -2.0680 0.3956 -3.1711  0.3692
H -1.4986 2.0393 -2.9515  0.3167
H -1.6688 0.9620 -1.5227  0.0041
H -0.2111 0.5376 -4.7420  0.2332
H 1.8897 -1.1196 -4.5626  0.2672
H 2.4344 0.1772 -3.4991  0.3193
H 2.1232 0.5463 -5.1860  0.3063
C -1.9474 -1.0190 4.1334  -0.9441
C -1.7316 -0.1493 2.9329  0.5073
O -0.6542 -0.0703 2.3612  -0.5805
N -2.8270 0.5456 2.5111  -0.1846
C -2.8115 1.4273 1.3680  -0.7904
H -1.1521 -0.8145 4.8506  0.2914
H -1.8370 -2.0615 3.8410  0.2529
H -2.9102 -0.8450 4.6088  0.3061
H -3.6488 0.5842 3.0852  0.2357
H -1.7941 1.6108 1.0414  0.2034
H -3.2937 2.3717 1.6286  0.3430
H -3.3857 0.9996 0.5389  0.2589

Results
HOMO-LUMO gap (eV): 3.55
Total charge: -1
HOMO level (eV): -2.2



9.
Formula: C6H14FN2O
Source: the OMol25 dataset
Level of theory: ωB97M-V with the def2-TZVPD basis set

Last column: natural (NBO) charge in e.
CARTESIAN COORDINATES (ANGSTROEM)
C -1.9026 2.7962 -1.6371  -0.4150
N -2.1067 1.7876 -0.5959  -0.5950
C -0.8437 0.5640 -0.8719  0.5746
F 0.1350 1.0667 -1.5940  -0.3174
C -1.0364 -0.7169 -0.4825  -0.4188
C 0.0313 -1.7010 -0.7270  -0.4634
C 0.8822 -1.9262 0.5959  0.2931
O 0.2343 -2.1005 1.7535  -0.6642
N 1.7861 -0.5747 0.6712  -0.5448
C 1.8648 0.0256 1.9721  -0.4450
H -1.1034 3.4816 -1.3459  0.2053
H -1.6772 2.3604 -2.4934  0.1770
H -2.9466 3.3167 -1.8002  0.2243
H -2.8949 1.2044 -0.6554  0.3652
H -1.7563 -0.9288 0.2693  0.2305
H 0.8458 -1.3237 -1.5154  0.2344
H -0.4320 -2.6940 -0.8501  0.2600
H 1.6419 -2.7834 0.3858  0.2128
H -0.6701 -1.6283 1.7371  0.5029
H 1.4862 0.1524 0.0251  0.4340
H 2.6481 -0.8564 0.2671  0.4260
H 2.8450 0.1000 2.2151  0.2276
H 1.5084 1.0414 1.9787  0.2398
H 1.4608 -0.6630 2.6979  0.2561

Results
SMILES: CN/C(F)=C/C[C@H](O)[NH2+]C
HOMO-LUMO gap (eV): 9.51
Total charge: +1
HOMO level (eV): -12.6



10.
Formula: C6H14N2
Source: the OMol25 dataset
Level of theory: ωB97M-V with the def2-TZVPD basis set

Last column: natural (NBO) charge in e.
CARTESIAN COORDINATES (ANGSTROEM)
C 2.1757 0.3198 0.1520  -0.4056
N 0.7383 0.2103 0.5038  -0.4489
C 0.4526 -1.1596 1.0019  -0.2340
C -0.0296 -1.9863 -0.1900  -0.4172
C -0.8940 -0.8960 -0.9976  -0.4288
C -0.1219 0.3817 -0.7103  -0.0707
C -1.0595 1.5726 -0.3765  -0.1958
N -1.7855 1.7089 0.8806  -0.8586
H 2.7225 0.1093 1.0769  0.1994
H 2.3183 1.3011 -0.2628  0.2001
H 2.4681 -0.4410 -0.6153  0.1613
H -0.3507 -1.0503 1.7231  0.1882
H 1.3227 -1.6105 1.4885  0.2026
H -0.6617 -2.7904 0.1574  0.2112
H 0.7654 -2.4549 -0.7926  0.2006
H -1.0817 -1.1334 -2.0510  0.2246
H -1.8134 -0.8101 -0.4049  0.2119
H 0.3977 0.7707 -1.6001  0.2020
H -1.7982 1.5383 -1.2572  0.1610
H -0.5221 2.5078 -0.4835  0.1685
H -1.3531 1.2282 1.6573  0.3661
H -1.8898 2.6840 1.1002  0.3621

Results
SMILES: CN1CCC[C@H]1CN
HOMO-LUMO gap (eV): 9.70
HOMO level (eV): -8.6



11.
Formula: C6H14N2
Source: the OMol25 dataset
Level of theory: ωB97M-V with the def2-TZVPD basis set

Last column: natural (NBO) charge in e.
CARTESIAN COORDINATES (ANGSTROEM)
C 0.5459 -1.1536 -1.2548  -0.5283
C 1.5194 1.0095 -0.3159  -0.2848
C 0.2600 -1.8184 0.0213  -0.2540
C -0.6315 -0.3296 1.0068  -0.4773
C -2.1179 -0.6161 0.8520  -0.6354
C 0.2273 0.3205 -0.8037  0.3756
N 1.2008 2.1894 0.4656  -0.8467
N -0.6812 0.9179 -1.5188  -0.7537
H -1.0824 1.7254 -1.0405  0.3251
H 2.0168 2.5751 0.9203  0.3677
H 0.7722 2.9055 -0.1120  0.3630
H -0.1568 -1.3970 -2.0455  0.2356
H 1.5855 -1.2444 -1.5712  0.2053
H 2.1150 0.3387 0.3046  0.1931
H 2.0983 1.2182 -1.2268  0.1978
H -0.5330 -2.5552 0.0206  0.2149
H 1.1054 -2.0030 0.6763  0.2035
H -0.4859 0.7294 1.2350  0.2655
H -0.2452 -0.7361 1.9434  0.2068
H -2.6957 -0.0483 1.5846  0.2065
H -2.4625 -0.3576 -0.1494  0.2243
H -2.3544 -1.6704 1.0082  0.1955

Results
HOMO-LUMO gap (eV): 9.31
HOMO level (eV): -8.5



12.
Formula: C6H14N2
Source: the OMol25 dataset
Level of theory: ωB97M-V with the def2-TZVPD basis set

Last column: natural (NBO) charge in e.
CARTESIAN COORDINATES (ANGSTROEM)
C 2.2544 0.4011 1.7749  0.1185
N 1.0761 0.7441 1.1125  -0.6410
C -0.3590 -0.2781 -1.3121  -0.6852
C -0.7347 -0.5131 -2.6962  -0.1200
C -1.8284 0.2880 -3.3343  -0.2709
C -2.6664 1.1133 -2.5675  -0.3455
C 2.2613 -0.8877 2.6766  -0.2884
N 1.1450 -0.8155 3.5744  -0.8428
H 0.9993 0.9334 2.2629  0.3599
H 3.2857 0.8247 1.4940  0.1728
H 0.5088 0.4424 -1.2307  0.2633
H -1.2113 0.2606 -0.7466  0.2232
H -0.0390 -1.1291 -0.7367  0.2280
H -3.2065 1.2668 -0.7641  0.0911
H -0.1923 -1.1712 -3.4079  0.2022
H -2.1181 0.4495 -4.3375  0.2143
H -3.2824 1.8445 -2.9157  0.1891
H -2.7716 0.9792 -1.4736  0.0105
H 3.2634 -0.9432 3.1901  0.1831
H 2.3638 -1.9257 2.1243  0.2028
H 0.3517 -0.2765 3.3335  0.3706
H 0.9002 -1.6075 3.9799  0.3644

Results
HOMO-LUMO gap (eV): 5.14
HOMO level (eV): -6.3



no.,electronic energy (Eh)
1,-577.5775
2,-577.6295
3,-236.7639
4,-4160.8016
5,-467.0695
6,-697.1358
7,-1156.8453
8,-1216.3867
9,-521.2519
10,-346.4823
11,-346.3747
12,-346.0645